# 1
One molecule with the formula C4H5ClS2. Source: the OMol25 dataset; level of theory: ωB97M-V/def2-TZVPD.

Last column: Löwdin charge in e.
Atoms and positions in Å:
C 0.101 1.502 -0.336  -0.11
C -0.613 0.216 0.117  -0.69
C -1.691 -0.290 -0.478  -0.58
Cl -2.421 -1.807 -0.042  0.60
S 0.113 -0.612 1.522  0.87
C 1.599 -1.347 0.847  -0.96
S 2.117 -1.575 -0.722  0.59
H -0.395 2.094 -1.134  0.09
H 0.129 2.191 0.553  0.09
H 1.077 1.229 -0.646  0.03
H -2.188 0.195 -1.335  0.08
H 2.174 -1.795 1.654  -0.01

Computed properties:
structure (SMILES)	C/C(=C/Cl)SC=S
ΔE to the lowest compared entry with this formula, charge and spin	17.6	kcal/mol
max |F|	2.3	eV/Å
spin multiplicity	1

=====

# 2
C38H54I2N6O7S3SiSn as an isolated structure. Source: the OMol25 dataset; level of theory: ωB97M-V/def2-TZVPD.

Last column: Löwdin charge in e.
Atoms and positions in Å:
Sn -1.290 -0.054 -0.612  0.99
C 2.028 -2.766 0.903  -0.11
N 1.550 -1.504 1.443  -0.16
C 2.582 -0.473 1.455  -0.17
C 2.962 0.049 0.060  -0.15
N 2.060 1.014 -0.595  -0.10
C 2.226 2.347 -0.040  -0.23
C 2.119 0.955 -2.020  -0.29
C 2.730 1.960 -2.774  -0.04
C 2.831 1.863 -4.158  -0.10
C 2.352 0.736 -4.810  -0.11
C 1.704 -0.251 -4.075  -0.15
C 1.528 -0.136 -2.694  -0.61
S 0.550 -1.349 -1.856  0.55
C 0.770 -1.644 2.619  -0.26
C 0.932 -2.745 3.469  -0.03
C 0.172 -2.891 4.620  -0.10
C -0.779 -1.933 4.950  -0.10
C -0.966 -0.847 4.110  -0.13
C -0.201 -0.693 2.957  -0.58
S -0.465 0.748 1.942  0.22
H 2.939 -3.126 1.414  0.08
H 2.237 -2.651 -0.157  0.03
H 1.242 -3.514 0.996  0.08
H 3.507 -0.892 1.893  0.12
H 2.278 0.343 2.112  0.06
H 3.064 -0.806 -0.603  0.09
H 3.956 0.515 0.152  0.12
H 3.163 2.825 -0.339  0.11
H 2.244 2.252 1.043  0.06
H 0.221 2.853 -0.298  0.07
H 3.102 2.857 -2.289  0.08
H 3.295 2.670 -4.715  0.09
H 2.452 0.638 -5.887  0.09
H 1.300 -1.127 -4.566  0.09
H 1.668 -3.499 3.224  0.10
H 0.333 -3.746 5.268  0.09
H -1.373 -2.029 5.852  0.09
H -1.713 -0.100 4.342  0.10
O -3.216 -1.361 1.449  -0.04
C -2.476 -2.298 1.112  -0.63
O -1.453 -2.233 0.322  -0.26
C -2.766 -3.681 1.684  -0.12
C -3.866 -3.863 2.507  -0.02
C -4.190 -5.123 3.027  0.00
C -3.362 -6.161 2.685  -0.23
O -3.466 -7.488 3.055  0.01
C -2.345 -8.148 2.463  -0.15
O -1.611 -7.192 1.707  0.02
C -2.263 -5.982 1.878  -0.20
C -1.933 -4.760 1.354  0.08
H -4.473 -2.995 2.733  0.11
H -5.051 -5.279 3.667  0.11
H -2.695 -8.947 1.810  0.13
H -1.711 -8.565 3.247  0.13
H -1.084 -4.604 0.700  0.12
I 0.418 2.445 3.499  0.30
I 1.590 4.472 5.477  -0.47
N -0.526 4.770 -3.526  0.05
C -0.516 5.373 -2.275  -0.55
N -1.440 6.423 -2.139  0.10
N 0.248 5.052 -1.337  0.08
C 1.357 4.346 -1.121  -0.15
N 1.148 3.222 -0.447  -0.01
H -1.425 4.847 -3.975  -0.01
H -0.259 3.795 -3.470  -0.06
H -1.412 7.054 -2.926  0.08
H -1.268 6.915 -1.277  0.08
C -4.046 -0.751 -5.863  -0.04
C -2.850 -0.770 -4.916  -0.63
C -2.566 -2.187 -4.445  -0.03
C -1.623 -0.186 -5.620  -0.03
O -3.191 -0.016 -3.734  -0.17
Si -2.993 1.587 -3.340  -0.15
S -1.144 2.135 -2.610  0.40
O -3.532 2.380 -4.710  -0.16
C -3.344 3.732 -5.162  -0.64
C -3.603 4.716 -4.020  -0.04
C -4.361 3.948 -6.269  -0.04
C -1.935 3.915 -5.730  -0.05
O -4.062 1.829 -2.090  -0.18
C -5.414 1.396 -1.843  -0.64
C -6.242 1.323 -3.129  -0.03
C -6.014 2.438 -0.908  -0.04
C -5.373 0.030 -1.160  -0.03
H -3.799 -1.286 -6.788  0.08
H -4.297 0.284 -6.113  0.07
H -4.916 -1.230 -5.405  0.08
H -2.338 -2.847 -5.291  0.08
H -3.437 -2.577 -3.909  0.09
H -1.716 -2.180 -3.757  0.06
H -1.250 -0.881 -6.381  0.09
H -0.831 0.010 -4.891  0.06
H -1.879 0.764 -6.099  0.07
H -4.599 4.541 -3.602  0.09
H -3.542 5.752 -4.374  0.09
H -2.873 4.564 -3.215  0.05
H -5.378 3.811 -5.886  0.08
H -4.195 3.229 -7.077  0.08
H -4.266 4.961 -6.672  0.08
H -1.193 3.589 -4.998  0.03
H -1.752 4.967 -5.987  0.10
H -1.816 3.307 -6.632  0.09
H -6.254 2.295 -3.632  0.08
H -7.269 1.024 -2.898  0.08
H -5.808 0.593 -3.815  0.07
H -6.096 3.402 -1.421  0.08
H -5.361 2.564 -0.040  0.09
H -7.006 2.124 -0.569  0.08
H -4.869 -0.688 -1.811  0.08
H -6.389 -0.329 -0.951  0.08
H -4.819 0.083 -0.220  0.08

Computed properties:
ΔE to the lowest compared entry with this formula, charge and spin	42.7	kcal/mol
max |F|	2.1	eV/Å
spin multiplicity	1
charge	-2

=====

Results for calculated total energy: -38420.7252 -125981.1145 (in eV, following the order of the records).
Results for HOMO energy: -8.90 -2.30 (in eV, following the order of the records).